(1)
Entry from OMol25: one molecule with the formula C2H5B (wB97M-V/def2-TZVPD).

XYZ file:
```
8
C2H5B, DFT wB97M-V/def2-TZVPD
B 1.23632 0.05401 -0.00142
C -1.23982 0.13903 -0.08916
C -0.16923 -0.62926 0.04277
H 1.04284 1.16229 -0.07046
H -0.30516 -1.54293 0.63213
H -2.18641 -0.19894 0.08137
H -1.08355 1.20390 -0.48411
H 2.48002 -0.34158 0.38564
```

The multiplicity is 1.


(2)
Entry from OMol25: one molecule with the formula C2H5BCl2O2 (wB97M-V/def2-TZVPD).

XYZ file:
```
12
C2H5BCl2O2, DFT wB97M-V/def2-TZVPD
B 0.51677 -0.89735 0.05908
C -0.83411 1.34032 0.22330
C -0.39988 0.24895 -0.69687
O 1.21008 -0.30952 1.01957
O 0.40184 -2.16897 -0.18857
Cl -1.73817 -0.39758 -1.77628
Cl 0.74015 1.04285 -1.94683
H -1.29849 2.34681 -0.04281
H -1.53879 0.83166 0.91022
H 0.01241 1.57436 0.84041
H 1.96555 -0.79783 1.36673
H 0.96265 -2.81370 0.23205
```

The multiplicity is 1.


(3)
Entry from OMol25: one molecule with the formula C2H5BO (wB97M-V/def2-TZVPD).

XYZ file:
```
9
C2H5BO, DFT wB97M-V/def2-TZVPD
B -0.74947 0.82749 0.02098
C -1.39048 2.14412 0.52029
C 0.58301 -0.39274 0.26072
O -2.20732 2.90970 0.61744
H 0.74557 -0.90371 -0.65606
H -1.72445 0.15270 0.20894
H -0.52315 1.39415 -1.17354
H 0.31441 -0.91541 1.10156
H 1.48954 0.18876 0.36123
```

The multiplicity is 1.


(4)
Entry from OMol25: a 2-piece molecular cluster, C2H5Br overall (wB97M-V/def2-TZVPD).

XYZ file:
```
8
C2H5Br, DFT wB97M-V/def2-TZVPD
C 0.38950 -0.33467 -0.15497
C -0.70938 0.51795 0.16400
Br -3.08944 -1.05488 -0.17689
H 1.39720 0.00768 -0.09209
H 0.46830 -1.26084 0.33387
H 0.25122 -0.62102 -1.20366
H -0.87155 1.41936 -0.45821
H -0.94582 0.72183 1.16097
```

The multiplicity is 3.


(5)
Entry from OMol25: C2H5Br2NO3S as an isolated structure (wB97M-V/def2-TZVPD).

XYZ file:
```
14
C2H5Br2NO3S, DFT wB97M-V/def2-TZVPD
C 1.76754 -0.35452 2.45851
C -0.33952 -0.14595 -0.51140
N 1.89694 0.79015 2.78422
O 0.02649 1.08042 -2.75197
O -1.95615 1.68810 -1.46765
O -1.73316 -0.64706 -2.40327
S -1.03758 0.66386 -1.90393
Br 0.09809 -1.48663 2.68703
Br 1.05689 -1.16886 -1.23395
H 2.53061 -1.11246 2.15276
H 0.01503 0.51531 0.22957
H 1.15907 1.34075 3.24689
H -1.10582 -0.75440 -0.25090
H -2.37844 -0.40871 -3.03591
```

The multiplicity is 1.


(6)
Entry from OMol25: a 2-piece molecular cluster, C2H5Br2OP overall (wB97M-V/def2-TZVPD).

XYZ file:
```
11
C2H5Br2OP, DFT wB97M-V/def2-TZVPD
C 0.75577 0.54843 0.65670
C -0.38943 -0.01779 0.99609
O 0.91061 -0.09962 -1.86612
P 0.10677 0.91426 -2.92526
Br 0.90721 0.24530 -4.89247
Br -2.00487 0.17491 -3.13844
H 1.01705 1.60228 0.42594
H 0.69501 -0.29487 -0.91581
H 1.69580 0.04098 0.77049
H -0.36417 -1.10711 1.23898
H -1.43617 0.43885 0.98097
```

The multiplicity is 1.


(7)
Entry from OMol25: one molecule with the formula C2H5Br2OP (wB97M-V/def2-TZVPD).

XYZ file:
```
11
C2H5Br2OP, DFT wB97M-V/def2-TZVPD
C 0.74760 -1.14819 -0.25418
C 0.56083 0.18736 0.46693
O -2.08963 -0.31875 0.23157
P -1.12787 0.73327 0.11537
Br -1.14252 1.34046 -2.03837
Br -1.72850 2.56860 1.26321
H -0.03785 -2.01432 -0.34676
H 1.18164 -0.88531 -1.29153
H 1.60684 -1.58830 0.18865
H 1.36652 0.88363 0.08869
H 0.66294 0.24156 1.57642
```

The multiplicity is 1.


(8)
Entry from OMol25: one molecule with the formula C2H5BrN2O2 (wB97M-V/def2-TZVPD).

XYZ file:
```
12
C2H5BrN2O2, DFT wB97M-V/def2-TZVPD
C 0.62087 -0.87090 1.36839
C -0.17407 -0.19254 0.24479
N -0.98928 0.78554 0.70261
N 0.55966 0.11344 -0.87632
O 1.15615 -2.04510 1.09265
O 0.75806 -0.30816 2.41482
Br -1.55293 -1.95380 -0.55340
H -1.32119 0.70278 1.65197
H -1.58804 1.26452 0.05097
H 0.05352 0.60101 -1.59947
H 0.76494 -2.45470 0.29669
H 1.14434 -0.62360 -1.24292
```

The multiplicity is 1.


(9)
Entry from OMol25: a 2-piece molecular cluster, C2H5BrN3 overall (wB97M-V/def2-TZVPD).

XYZ file:
```
11
C2H5BrN3, DFT wB97M-V/def2-TZVPD
C -1.12496 -1.79444 -0.98731
C 0.68350 1.18453 1.02633
N -0.72768 -1.20053 -0.00210
N -0.42156 -0.59892 0.90555
N 0.65594 1.68313 -0.19616
Br 2.25110 0.19876 1.76197
H -0.55120 -2.30483 -1.84088
H -2.09500 -2.11652 -0.99660
H 0.17518 1.53016 1.85404
H 1.28499 1.27577 -0.88727
H -0.13031 2.14289 -0.63756
```

As for the charge: +1. The multiplicity is 3.


(10)
Entry from OMol25: an isolated ion of composition C2H5BrNO2S and charge -1 (wB97M-V/def2-TZVPD).

XYZ file:
```
12
C2H5BrNO2S, DFT wB97M-V/def2-TZVPD
C -0.58797 0.14155 -0.54221
C 0.74265 -0.40562 0.17210
N 1.92979 0.07074 -0.47399
O 2.25727 1.91032 1.34271
O 3.57004 2.08074 -0.64538
S 2.18853 1.85224 -0.13149
Br 3.51847 -1.12785 0.00053
H -1.45219 -0.04687 0.10200
H -0.50899 1.30928 -0.62157
H -0.60119 -0.56029 -1.45606
H 0.71812 -0.21701 1.22849
H 0.77974 -1.46900 0.03248
```

As for the charge: -1. The multiplicity is 1.


What did we get for calculated total energy? Answer: -103.96010 -1175.01534 -179.22475 -2653.07470 -5905.83577 -5643.83374 -5643.88581 -2913.24219 -2817.01632 -3256.64107 Eh, in the order shown.